{"formula": "C3H9N2Si", "method": "ωB97M-V with the def2-TZVPD basis set", "total_charge": 1, "e_above_lowest_kj_mol": 0.0, "smiles": "[SiH3]N1C=[NH+]CC1", "spin_multiplicity": 1, "lumo_ha": -0.113, "orbital_gap_ha": 0.418, "total_energy_ha": -518.4799, "species": ["Si", "N", "C", "N", "C", "C", "H", "H", "H", "H", "H", "H", "H", "H", "H"], "xyz": [[2.3678, 0.0716, 0.0005], [0.5661, 0.1738, -0.0027], [-0.2195, 1.2065, -0.0015], [-1.5031, 0.9506, -0.0056], [-1.7820, -0.4782, 0.0043], [-0.3867, -1.1070, -0.0107], [2.6687, -0.5486, 1.2850], [2.7320, 1.4764, -0.1227], [2.6584, -0.7564, -1.1610], [0.1577, 2.2162, -0.0053], [-2.2316, 1.6473, 0.0178], [-2.3751, -0.7516, -0.8704], [-2.3429, -0.7428, 0.9035], [-0.1552, -1.6868, 0.8763], [-0.1548, -1.6709, -0.9075]], "forces_ev_per_angstrom": [[-0.6537, 0.0640, 0.0468], [-1.1141, -1.9842, -0.0330], [0.0033, 0.4169, -0.0382], [-0.2344, 0.2229, 0.0226], [-0.3513, -0.4133, 0.0394], [1.4113, 1.5551, 0.0413], [0.2394, -0.0845, 0.1008], [0.2302, 0.1775, -0.0001], [0.2171, -0.1226, -0.1264], [0.0299, 0.2052, 0.0170], [0.1553, 0.0768, -0.0244], [0.0843, -0.0006, 0.0823], [0.0666, 0.0047, -0.1099], [-0.0254, -0.0633, 0.0158], [-0.0584, -0.0544, -0.0340]]}